Here is the molecule C6H9NO in a non-equilibrium geometry from OMol25. Energies are from ωB97M-V with the def2-TZVPD basis set.

## Properties
HOMO-LUMO gap = 10.0 eV
SMILES string = C1CN2[C@H]3[C@H]1OC[C@H]32
DFT total energy = -9898.8558 eV
total charge = 0
energy above the lowest of the compared OMol25 structures with the same formula, charge and spin = 6.7483 eV

Bonds (Å) are listed after each position.
CARTESIAN COORDINATES (ANGSTROEM)
1 C -1.30481 -1.17389 0.13711  C2 1.624, C5 1.485, H7 1.096, H8 1.176
2 C -1.65648 0.32934 -0.36535  C1 1.624, H9 1.157, H10 1.114, N16 1.541
3 C 1.04789 1.13181 0.10367  C4 1.566, C6 1.454, H11 1.138, N16 1.637
4 C 2.05697 0.02113 -0.34292  C3 1.566, H12 1.092, H13 1.108, O17 1.466
5 C 0.12190 -0.76615 0.06998  C1 1.485, C6 1.424, H14 1.061, O17 1.425
6 C 0.06800 0.39794 0.88819  C3 1.454, C5 1.424, H15 1.097, N16 1.385
7 H -1.73556 -1.79345 -0.65771  C1 1.096
8 H -1.82761 -1.30604 1.18268  C1 1.176
9 H -2.56298 0.79512 0.18214  C2 1.157
10 H -1.68516 0.30876 -1.47862  C2 1.114
11 H 1.43415 2.19485 0.22643  C3 1.138
12 H 2.05816 -0.08866 -1.42922  C4 1.092
13 H 3.05403 0.12657 0.12820  C4 1.108
14 H 0.15960 -0.56483 -0.97124  C5 1.061
15 H -0.12314 0.22888 1.95558  C6 1.097
16 N -0.57673 1.32890 0.09109  C2 1.541, C3 1.637, C6 1.385
17 O 1.47176 -1.17030 0.27999  C4 1.466, C5 1.425